1.
C37H52N3O6 | wB97M-V/def2-TZVPD

Last column: Mulliken charge in e.
CARTESIAN COORDINATES (ANGSTROEM)
C -3.776 -3.081 -0.919  -1.28
C -3.473 -1.762 -0.208  -0.40
C -3.550 -0.534 -1.127  -0.25
C -3.666 0.738 -0.282  -0.88
C -3.099 1.969 -0.998  -0.49
C -2.916 3.189 -0.079  -0.95
C -1.803 4.140 -0.555  -0.78
C -0.471 3.382 -0.677  -0.88
N -0.319 2.514 0.533  0.13
C 0.910 2.478 1.103  0.14
N 1.721 3.598 1.226  -0.39
N 1.317 1.350 1.610  0.12
C 2.592 1.128 2.320  -1.24
C 2.772 1.924 3.605  -0.94
C 1.743 1.642 4.750  0.80
C 0.817 0.444 4.518  -1.52
C 0.988 2.947 5.043  -0.73
C -0.094 2.847 6.145  -0.20
C 0.275 3.846 7.222  -0.75
C -0.220 5.104 7.294  0.57
C 0.651 6.325 7.245  -1.28
C -1.715 5.357 7.472  -1.19
H -3.823 -3.869 -0.164  0.39
H -2.982 -3.379 -1.604  0.17
H -4.747 -3.079 -1.410  0.39
H -4.190 -1.646 0.608  0.39
H -2.483 -1.847 0.251  0.22
H -2.654 -0.536 -1.754  0.02
H -4.417 -0.675 -1.774  0.49
H -4.706 0.931 -0.021  0.35
H -3.077 0.580 0.628  0.35
H -3.763 2.276 -1.808  0.54
H -2.175 1.645 -1.485  0.15
H -3.853 3.747 -0.080  0.52
H -2.745 2.883 0.951  0.37
H -1.657 4.852 0.262  0.32
H -2.084 4.636 -1.480  0.40
H -0.528 2.710 -1.531  0.25
H 0.373 4.040 -0.850  0.61
H -0.531 1.557 0.254  0.11
H 1.125 4.362 1.543  0.30
H 2.105 3.854 0.319  0.31
H 0.714 0.543 1.508  0.29
H 3.385 1.436 1.637  0.54
H 2.764 0.072 2.482  0.47
H 2.809 2.994 3.441  0.47
H 3.755 1.645 3.988  0.39
H 2.319 1.423 5.651  0.37
H 0.259 0.161 5.401  0.45
H 1.317 -0.413 4.071  0.38
H 0.054 0.748 3.787  0.23
H 0.573 3.392 4.132  -0.13
H 1.739 3.655 5.402  0.44
H -1.046 3.154 5.711  0.27
H -0.148 1.864 6.611  0.35
H 0.980 3.542 7.997  0.35
H 0.970 6.517 6.222  0.22
H 1.539 6.242 7.882  0.34
H 0.120 7.215 7.581  0.43
H -2.301 4.812 6.731  0.31
H -1.939 6.420 7.457  0.40
H -1.936 5.026 8.483  0.26
C 0.917 -3.675 -1.171  -0.45
C 0.849 -2.363 -0.964  -0.44
C 0.294 -1.451 -1.991  0.41
O 0.231 -0.247 -1.804  -0.61
C -0.185 -2.050 -3.256  -0.22
C -0.120 -3.362 -3.468  -0.53
C 0.436 -4.278 -2.441  0.37
O 0.497 -5.473 -2.626  -0.50
H 1.319 -4.359 -0.434  0.46
H 1.194 -1.905 -0.045  0.45
H -0.589 -1.368 -3.993  0.43
H -0.466 -3.816 -4.388  0.57
C -0.892 1.524 -7.927  -0.36
C -1.540 0.452 -7.478  -0.48
C -0.807 -0.718 -6.939  0.46
O -1.399 -1.697 -6.529  -0.56
C 0.674 -0.651 -6.918  -0.20
C 1.323 0.421 -7.366  -0.40
C 0.590 1.594 -7.906  0.34
O 1.180 2.571 -8.311  -0.53
H -1.408 2.389 -8.325  0.42
H -2.621 0.382 -7.485  0.44
H 1.190 -1.516 -6.521  0.46
H 2.403 0.489 -7.361  0.43
C 4.202 -9.595 -2.509  -0.39
C 4.155 -9.464 -3.833  -0.39
C 3.210 -8.520 -4.479  0.31
O 3.166 -8.400 -5.685  -0.54
C 2.320 -7.727 -3.595  -0.28
C 2.367 -7.859 -2.272  -0.23
C 3.312 -8.802 -1.626  0.29
O 3.356 -8.918 -0.419  -0.55
H 4.883 -10.278 -2.018  0.42
H 4.796 -10.032 -4.494  0.42
H 1.639 -7.044 -4.084  0.48
H 1.727 -7.290 -1.613  0.47

ΔE to the lowest compared entry with this formula, charge and spin, kcal/mol: 12.9
Frontier orbital gap, eV: 5.33
Calculated total energy, eV: -55956.488
Total charge: +1

2.
C37H53BrN5O8S2SiSn | wB97M-V/def2-TZVPD

Last column: Mulliken charge in e.
CARTESIAN COORDINATES (ANGSTROEM)
Sn 0.893 -0.201 -0.086  1.36
C 4.440 2.183 -2.422  -0.73
C 4.734 2.393 -0.941  -1.11
N 4.396 1.216 -0.172  0.17
C 5.299 0.095 -0.248  -1.59
C 4.793 -1.125 -1.016  0.75
C 5.418 -2.339 -0.762  -0.75
C 4.949 -3.466 -1.405  -1.17
C 3.898 -3.354 -2.292  -0.64
C 3.348 -2.091 -2.530  0.72
C 0.970 -1.401 -3.291  -2.21
N 0.862 -0.006 -2.930  0.82
C 1.249 0.936 -3.989  -1.09
C 2.712 1.369 -3.906  -0.71
N 3.019 1.988 -2.637  0.22
N 3.804 -1.006 -1.903  0.27
H 4.942 1.268 -2.743  0.32
H 4.854 3.022 -3.007  0.42
H 4.111 3.215 -0.575  0.44
H 5.793 2.684 -0.826  0.36
H 4.244 1.453 0.809  0.27
H 5.505 -0.255 0.768  0.51
H 6.266 0.392 -0.685  0.29
H 6.235 -2.400 -0.055  0.44
H 5.388 -4.437 -1.211  0.42
H 3.508 -4.236 -2.762  0.32
H -0.730 -2.006 -2.133  0.55
H 0.438 -1.586 -4.227  1.04
H -0.112 0.152 -2.676  -0.26
H 0.607 1.817 -3.902  0.47
H 1.083 0.479 -4.973  0.34
H 2.941 2.020 -4.768  0.44
H 3.328 0.474 -3.981  0.32
H 2.510 2.857 -2.517  0.20
O 0.935 -2.244 -0.980  -1.03
C 0.334 -2.307 -2.219  1.22
N 2.379 -1.861 -3.585  0.48
S 2.163 -3.083 -4.718  1.40
O 1.427 -2.544 -5.830  -0.72
O 3.412 -3.701 -5.057  -0.74
C 1.105 -4.202 -3.815  0.27
C 1.086 -5.532 -4.214  -0.65
C 0.313 -6.442 -3.520  -0.66
C -0.421 -6.015 -2.418  -0.61
C -0.401 -4.687 -2.034  -0.77
C 0.354 -3.746 -2.729  -0.56
H 1.698 -5.830 -5.057  0.47
H 0.283 -7.480 -3.826  0.39
H -1.009 -6.728 -1.855  0.39
H -0.959 -4.348 -1.170  0.56
C -4.829 0.260 2.574  -1.79
C -3.345 0.048 2.877  1.72
C -3.081 0.284 4.363  -1.53
C -2.908 -1.357 2.469  -1.29
O -2.551 1.022 2.195  1.10
Si -2.357 1.420 0.626  -0.68
S -1.716 -0.071 -0.696  -0.95
O -3.823 2.027 0.187  -0.47
C -4.453 2.298 -1.063  1.68
C -5.098 1.013 -1.587  -1.51
C -5.522 3.350 -0.774  -1.79
C -3.452 2.841 -2.088  -1.28
O -1.210 2.595 0.617  0.58
C -1.031 3.713 1.499  1.69
C -0.302 4.777 0.682  -1.80
C -0.176 3.267 2.683  -1.16
C -2.361 4.286 2.002  -1.35
H -5.437 -0.387 3.209  0.48
H -5.031 0.034 1.527  0.24
H -5.100 1.301 2.755  0.28
H -3.624 -0.438 4.976  0.47
H -3.398 1.293 4.639  0.37
H -2.015 0.192 4.562  0.11
H -3.378 -2.103 3.114  0.49
H -1.822 -1.437 2.541  0.05
H -3.185 -1.546 1.432  0.32
H -5.861 0.661 -0.890  0.33
H -4.324 0.252 -1.680  0.19
H -5.558 1.183 -2.562  0.47
H -6.164 3.007 0.038  0.31
H -6.130 3.531 -1.662  0.44
H -5.053 4.287 -0.469  0.37
H -2.794 2.037 -2.414  0.18
H -2.838 3.615 -1.624  0.14
H -3.977 3.258 -2.948  0.53
H 0.614 4.356 0.264  0.19
H -0.052 5.630 1.314  0.38
H -0.937 5.118 -0.139  0.41
H 0.804 2.929 2.343  0.30
H -0.660 2.424 3.173  -0.07
H -0.051 4.082 3.400  0.45
H -3.025 4.493 1.161  0.16
H -2.181 5.211 2.553  0.55
H -2.852 3.568 2.655  0.09
Br -1.414 -2.491 8.479  -0.24
C -0.527 -1.876 6.907  0.15
C 0.150 -0.670 6.939  -0.48
C 0.773 -0.224 5.782  -0.27
C 0.714 -0.972 4.614  0.18
C 0.044 -2.190 4.614  -0.10
C -0.584 -2.651 5.761  -0.56
C 1.305 -0.420 3.323  0.03
O 2.111 0.520 3.422  -0.76
O 0.900 -0.990 2.268  -0.64
H 0.183 -0.085 7.848  0.41
H 1.304 0.719 5.766  0.43
H 0.012 -2.764 3.697  0.35
H -1.121 -3.590 5.764  0.43

ΔE to the lowest compared entry with this formula, charge and spin, kcal/mol: 45.9
Frontier orbital gap, eV: 7.56
Calculated total energy, eV: -168491.156
Total charge: -1

3.
C37H53Cl2FIN2O7 | wB97M-V/def2-TZVPD

Last column: Mulliken charge in e.
CARTESIAN COORDINATES (ANGSTROEM)
C -1.643 3.286 0.066  0.44
C -1.608 2.114 0.344  -0.66
C -1.517 0.649 0.747  -1.22
I -3.538 0.205 1.460  0.11
O -1.357 -0.062 -0.466  0.12
C -0.131 -0.766 -0.694  2.51
C -0.364 -1.631 -1.989  -2.08
C 0.636 -2.792 -2.163  0.62
O 1.786 -2.823 -1.792  -0.56
C 0.111 -4.014 -2.944  0.29
C 0.541 -5.267 -2.444  -0.27
C 0.183 -6.479 -3.057  -0.78
C -0.635 -6.381 -4.218  -0.34
C -1.071 -5.137 -4.713  -1.02
C -0.708 -3.922 -4.087  -0.07
C 1.066 0.160 -1.168  -0.49
C 0.625 1.440 -1.904  1.22
C 1.490 2.568 -1.773  -0.35
C 1.199 3.771 -2.442  -0.62
C 0.032 3.921 -3.227  -0.91
C -0.836 2.824 -3.370  -0.81
C -0.498 1.617 -2.720  0.18
C 0.165 -1.604 0.567  -1.91
C -0.837 -2.689 1.064  0.24
Cl 0.223 -3.931 1.916  -0.03
C -1.727 -3.500 0.055  1.25
C -3.084 -2.876 -0.348  -1.50
Cl -2.229 -5.055 0.913  -0.19
N 0.480 -0.728 1.766  0.65
O 1.868 -0.486 1.860  -0.16
C 2.423 -1.365 2.707  0.46
N 2.706 -2.246 3.408  -0.47
C -0.369 0.569 1.862  -0.05
C -0.861 0.547 3.340  -1.49
C -1.671 1.698 3.965  -1.12
F -2.026 2.801 3.180  -0.35
O 0.512 1.589 1.521  0.90
C 1.064 2.394 2.560  -1.35
C 2.249 3.209 1.945  0.73
C 2.723 4.154 3.122  -1.56
C 3.462 2.303 1.563  -0.09
C 4.846 3.017 1.534  0.61
C 5.889 2.008 0.922  -1.58
C 4.896 4.297 0.649  -1.17
H -1.635 4.288 -0.345  0.57
H -0.236 -0.976 -2.879  0.24
H -1.389 -2.031 -2.063  0.42
H 1.202 -5.312 -1.564  0.36
H 0.545 -7.441 -2.673  0.41
H -0.891 -7.325 -4.717  0.38
H -1.680 -5.169 -5.626  0.39
H -1.041 -2.951 -4.480  0.46
H 1.717 -0.379 -1.888  1.11
H 1.742 0.473 -0.354  -1.11
H 2.416 2.533 -1.185  0.27
H 1.885 4.624 -2.363  0.43
H -0.201 4.857 -3.752  0.42
H -1.762 2.849 -3.961  0.48
H -1.189 0.771 -2.851  0.03
H 1.132 -2.122 0.382  0.69
H -1.508 -2.263 1.844  0.43
H -1.238 -3.872 -0.860  -0.53
H -3.005 -1.869 -0.801  0.05
H -3.768 -2.784 0.520  0.54
H -3.599 -3.537 -1.072  0.34
H 0.279 -1.329 2.586  1.08
H -1.447 -0.394 3.460  0.60
H 0.044 0.368 3.967  0.67
H -1.121 2.090 4.848  0.48
H -2.610 1.291 4.394  0.72
H 0.391 3.140 3.021  0.34
H 1.530 1.809 3.389  0.27
H 1.887 3.860 1.125  0.21
H 1.867 4.457 3.768  0.43
H 3.196 5.077 2.761  0.31
H 3.382 3.554 3.783  0.35
H 3.522 1.469 2.304  0.10
H 3.310 1.814 0.578  -0.33
H 5.188 3.178 2.575  0.31
H 6.866 2.527 0.833  0.47
H 5.595 1.706 -0.103  0.31
H 6.066 1.142 1.591  0.34
H 5.956 4.422 0.336  0.45
H 4.661 5.228 1.203  0.30
H 4.318 4.214 -0.293  0.13
C 1.707 0.543 -5.686  -0.37
O 0.745 -0.497 -5.502  -0.44
H 1.362 1.203 -6.478  0.23
H 1.816 1.116 -4.761  0.04
H 2.668 0.108 -5.971  0.31
H 1.075 -1.066 -4.800  0.28
C -4.996 4.055 4.827  -0.61
O -3.882 3.219 5.123  -0.50
H -5.774 3.868 5.563  0.24
H -4.700 5.105 4.877  0.27
H -5.382 3.827 3.830  0.25
H -3.200 3.392 4.463  0.31
C -6.325 -5.903 0.111  -0.55
O -5.731 -4.893 0.920  -0.44
H -7.406 -5.837 0.215  0.23
H -6.056 -5.752 -0.938  0.24
H -5.993 -6.891 0.439  0.27
H -4.777 -4.966 0.816  0.23

Frontier orbital gap, eV: 8.11
Calculated total energy, eV: -92388.772
Total charge: +1

4.
C37H53KN11O5PSe2 | wB97M-V/def2-TZVPD

Last column: Mulliken charge in e.
CARTESIAN COORDINATES (ANGSTROEM)
K 0.122 0.513 0.054  2.56
N -0.465 2.500 2.525  -0.11
N 0.319 2.087 3.615  -0.27
C 1.107 1.017 3.533  0.21
N 1.602 0.514 4.669  -0.44
N 1.441 0.596 2.290  -0.33
N 1.655 -0.697 2.082  1.03
O 1.726 -1.551 2.996  -0.84
O 1.739 -1.022 0.866  -0.84
H -0.613 3.497 2.606  0.36
H -1.374 2.020 2.604  0.24
H 0.019 2.353 4.537  0.22
H 1.202 0.780 5.552  0.21
H 1.995 -0.409 4.592  0.23
C -3.865 -0.753 -0.547  -0.71
O -3.070 -1.766 0.118  -0.17
C -1.759 -1.740 -0.122  0.18
O -1.237 -1.018 -0.947  -0.09
H -4.805 -0.710 -0.005  0.41
H -4.034 -1.028 -1.589  0.16
H -3.352 0.207 -0.502  0.09
C 2.856 -2.601 -2.463  -0.82
O 1.592 -2.065 -2.043  -0.12
H 2.936 -3.660 -2.213  0.29
H 3.690 -2.065 -2.002  0.24
H 2.917 -2.478 -3.542  0.29
H 1.556 -2.143 -1.078  -0.08
Se -0.815 -2.230 1.689  0.52
N -2.110 -2.809 2.708  -0.91
C -2.801 -1.688 3.120  0.49
C -3.964 -1.674 3.860  -0.73
C -4.504 -0.437 4.250  -0.55
C -3.868 0.726 3.891  -0.89
N -2.735 0.752 3.148  -0.45
C -2.219 -0.412 2.757  0.20
N -1.081 -0.480 1.980  -0.27
H -4.445 -2.607 4.136  0.48
H -5.419 -0.393 4.828  0.38
H -4.257 1.695 4.189  0.42
N 2.852 0.767 -1.205  0.30
C 4.026 1.508 -1.019  0.20
C 4.517 2.328 -2.035  -0.05
C 5.643 3.111 -1.826  -0.69
C 6.303 3.092 -0.601  -0.59
C 5.816 2.275 0.413  -0.65
C 4.689 1.491 0.211  -0.23
H 2.723 0.009 -0.550  -0.18
H 2.659 0.496 -2.157  -0.15
H 4.004 2.351 -2.993  0.31
H 6.009 3.744 -2.628  0.42
H 7.186 3.700 -0.441  0.39
H 6.324 2.242 1.371  0.40
H 4.314 0.849 1.004  0.39
C -3.579 3.351 -2.628  -1.71
C -2.229 3.957 -2.230  1.82
C -2.305 4.375 -0.749  -1.76
C -1.950 5.202 -3.065  -1.80
P -0.932 2.583 -2.242  0.15
C 0.597 3.608 -2.021  0.66
C 1.167 3.587 -0.744  0.14
C 2.275 4.366 -0.428  -0.34
C 2.841 5.186 -1.390  -0.84
C 2.302 5.211 -2.671  -0.93
C 1.196 4.429 -2.983  -0.21
C -0.806 1.808 -3.961  2.31
C -1.011 2.678 -5.199  -1.91
C 0.577 1.136 -4.010  -1.59
C -1.858 0.680 -3.972  -1.92
H -4.380 4.069 -2.421  0.53
H -3.786 2.439 -2.059  0.20
H -3.617 3.110 -3.693  0.28
H -3.085 5.132 -0.620  0.52
H -1.357 4.799 -0.410  0.33
H -2.546 3.519 -0.111  0.24
H -2.778 5.908 -2.927  0.54
H -1.877 4.985 -4.132  0.24
H -1.036 5.701 -2.749  0.31
H 0.732 2.958 0.021  -0.27
H 2.699 4.322 0.570  0.49
H 3.709 5.791 -1.151  0.39
H 2.739 5.846 -3.433  0.44
H 0.796 4.476 -3.987  0.09
H -0.264 3.465 -5.298  0.27
H -2.003 3.133 -5.217  0.34
H -0.928 2.041 -6.088  0.50
H 1.388 1.864 -3.935  0.40
H 0.687 0.595 -4.957  0.58
H 0.678 0.412 -3.194  -0.09
H -2.878 1.075 -3.987  0.19
H -1.756 0.036 -3.094  0.10
H -1.725 0.064 -4.871  0.54
C -2.669 -5.411 0.182  -1.14
N -2.070 -4.688 -0.929  0.28
C -0.758 -4.333 -1.031  -0.50
Se 0.635 -4.781 0.072  -0.21
N -0.646 -3.596 -2.166  0.22
C -1.886 -3.442 -2.778  0.79
C -2.279 -2.812 -3.948  -0.55
C -3.619 -2.912 -4.306  -0.54
C -4.529 -3.620 -3.518  -0.80
C -4.128 -4.250 -2.344  -0.62
C -2.791 -4.150 -1.998  0.16
H -1.874 -5.749 0.838  0.36
H -3.224 -6.270 -0.195  0.37
H -3.329 -4.751 0.744  0.36
H 0.188 -3.045 -2.334  0.35
H -1.565 -2.275 -4.564  0.46
H -3.961 -2.443 -5.221  0.39
H -5.564 -3.687 -3.829  0.39
H -4.829 -4.806 -1.730  0.48

ΔE to the lowest compared entry with this formula, charge and spin, kcal/mol: 80.1
Frontier orbital gap, eV: 5.96
Calculated total energy, eV: -222160.774
Total charge: 0